[1]
53
Properties=species:S:1:pos:R:3 method="wB97M-V/def2-TZVPD" total_charge=0 relative_energy_ev=16.606 orbital_gap_ev=7.61 spin_multiplicity=1 largest_force_ev_per_a=18.931 smiles="CCCCNC(=O)c1cn(CC(C)C)c(=O)c2c1c1ccccc1n2C" energy_ev=-30765.9545 homo_ev=-7.86
C 3.15479 1.71636 1.09953
C 3.47967 1.55100 2.49296
C 2.52488 2.13693 3.41874
C 1.42990 1.27673 3.89293
N 0.63461 1.18305 2.83159
C 0.58823 -0.26391 2.26938
O 1.16104 -1.32078 2.79342
C -0.24254 -0.18179 0.86443
C -1.49309 0.26841 0.92573
N -2.44985 0.26329 -0.06060
C -2.00468 -0.37592 -1.49818
O -2.72664 -0.18140 -2.38958
C -0.70325 -0.55373 -1.31537
C 0.11469 -0.85245 -0.36451
C 1.42662 -1.23533 -0.81194
C 2.61814 -1.74850 -0.05607
C 3.53753 -2.13774 -0.77808
C 3.40597 -2.49612 -2.20158
C 2.12615 -2.15161 -3.05761
C 1.17478 -1.74555 -2.11743
N -0.00538 -1.19210 -2.54173
C -0.56764 -1.60264 -3.80919
H -0.64383 -2.55354 -4.19580
H -0.03329 -1.00879 -4.49245
H -1.56258 -0.91629 -4.08586
H 1.97855 -2.36488 -4.00380
H 4.19384 -2.77772 -2.71531
H 4.52306 -2.48652 -0.64560
H 2.77441 -1.56636 0.99592
C -3.81231 0.72980 0.11253
H -4.05556 0.65851 0.97421
H -4.34230 0.25011 -0.60706
C -3.88781 2.18579 -0.45117
C -5.28161 2.75011 -0.25252
H -5.90690 2.05918 -0.90927
H -5.44748 3.56688 -0.86720
H -5.64161 2.76695 0.57374
C -3.04949 2.90644 0.53054
H -3.03797 4.11524 0.04176
H -1.83769 2.65929 0.29618
H -3.38803 3.03354 1.59115
H -3.46792 1.97975 -1.37799
H -1.91595 0.57208 1.97322
H 0.21709 1.79396 2.45604
H 1.01000 1.68642 4.62076
H 1.68388 0.33645 4.25406
H 3.10934 2.35891 4.56663
H 2.15975 3.16509 3.28328
H 3.68721 0.46522 2.54887
H 4.73053 1.79924 2.67686
H 3.97465 1.37932 0.32594
H 3.15352 2.86559 0.81672
H 2.13733 1.40706 0.68004

---

[2]
13
Properties=species:S:1:pos:R:3 method="wB97M-V/def2-TZVPD" total_charge=0 relative_energy_ev=4.615 orbital_gap_ev=8.79 spin_multiplicity=1 largest_force_ev_per_a=0.533 energy_ev=-8805.9134 homo_ev=-8.19
C -2.64135 -0.29306 -0.22895
N -1.14102 0.36130 0.49136
C 0.09523 -0.25136 0.24188
O 0.25604 -1.43905 0.14364
O 1.04761 0.68167 0.12302
C 2.35749 0.16243 -0.13457
H -2.84173 0.50842 -0.95368
H -1.87870 -0.11783 1.10111
H -2.17042 -1.12471 -0.77048
H -1.12813 1.37029 0.57813
H 2.68234 -0.47112 0.69403
H 3.00304 1.03495 -0.22815
H 2.35961 -0.42194 -1.05735

---

[3]
39
Properties=species:S:1:pos:R:3 method="wB97M-V/def2-TZVPD" total_charge=0 relative_energy_ev=0.000 orbital_gap_ev="6.86 / 6.77" spin_multiplicity=5 largest_force_ev_per_a=2.817 energy_ev=-69467.4953 homo_ev="-6.96 / -6.95"
O -0.17715 3.54263 0.97439
H 0.18552 3.93788 1.78760
Fe -1.76280 -0.25330 -0.17891
N -1.51889 -0.39376 -2.30937
N 0.04378 -1.23233 -0.65861
O -1.90899 0.55768 -3.07618
O 1.02698 -1.49703 0.26588
C -0.71354 -1.32870 -2.82081
C 0.23932 -1.77452 -1.86239
C -0.73947 -1.75976 -4.24688
C 1.37377 -2.65926 -2.22598
H -1.55950 -1.27110 -4.78404
H -0.87703 -2.84834 -4.31588
H 0.20423 -1.53587 -4.76671
H 1.99327 -2.86138 -1.35518
H 1.99502 -2.19171 -2.99884
H 0.99075 -3.60165 -2.62909
H -1.96243 1.48959 -1.72466
H 1.07477 -0.63665 0.89216
O -0.49958 -3.62132 1.23849
H -1.12360 -3.25737 1.86772
H 0.08667 -2.86505 1.01421
C 2.23903 2.65567 0.54476
H 2.98758 3.21632 1.12332
H 1.46966 3.23934 0.12316
H 2.65376 1.99992 -0.21612
O -1.82658 1.55568 -0.73507
H -1.11203 3.45821 1.23686
H -1.04867 2.11417 -0.57539
N 1.26304 0.48008 1.92631
N 0.37715 0.73344 2.96462
C -0.94761 0.44978 3.00486
N -1.57995 0.96899 4.09784
S -1.86559 -0.65422 2.06762
H 1.77724 1.98243 1.30372
H 2.16680 0.39072 2.38691
H 0.81241 0.90997 3.88213
H -2.57583 0.81761 4.18145
H -1.16149 1.74324 4.59611

---

[4]
11
Properties=species:S:1:pos:R:3 method="wB97M-V/def2-TZVPD" total_charge=0 relative_energy_ev=2.089 orbital_gap_ev=10.57 spin_multiplicity=1 largest_force_ev_per_a=2.407 smiles="CNNC=O" energy_ev=-7197.6985 homo_ev=-9.69
C -1.02977 -0.98500 -0.72243
C 0.90893 1.51004 0.91134
H -0.43479 -1.50785 -1.57375
H -1.85345 -1.66451 -0.39196
H -1.59300 -0.13937 -1.14800
H 0.38462 -1.40142 0.73453
H 1.21584 0.47544 -0.90465
H 0.19527 1.45126 1.81331
N -0.20274 -0.58168 0.44740
N 0.73834 0.42431 0.04972
O 1.67075 2.41879 0.78450

---

[5]
44
Properties=species:S:1:pos:R:3 method="wB97M-V/def2-TZVPD" total_charge=0 relative_energy_ev=2.421 orbital_gap_ev=8.82 spin_multiplicity=1 largest_force_ev_per_a=4.189 smiles="CC(C)(C)OC(=O)N1C[C@@H](COS(C)(=O)=O)c2ccc(O)cc21" energy_ev=-40503.9400 homo_ev=-8.36
O 1.58882 -1.81265 -0.13027
O -4.47992 2.14352 -1.99214
O -2.11443 2.94865 -1.82975
O -2.23942 -3.96535 2.39906
O 2.20009 0.34160 -0.68880
O -3.35568 1.63344 0.12047
C 1.38363 -0.62416 -0.19098
C -2.91920 -1.74312 2.84163
C -0.99474 -2.22044 1.42213
C -2.63291 -0.36004 2.66286
C -2.03744 -2.64252 2.24769
C -0.78988 -0.84505 1.21960
C -1.63725 0.15596 1.78213
N 0.24442 -0.13566 0.44145
C 3.96349 1.20471 -1.88524
C 3.63723 -1.33262 -2.07907
C 4.24783 -0.26236 0.13578
C 3.45362 -0.03217 -1.14644
C -2.55607 2.39091 1.06768
C -0.21215 1.19967 0.31677
C -2.87309 0.20363 -2.00318
C -1.26695 1.52960 1.40686
S -3.14227 1.90851 -1.50053
H -2.22967 -4.36411 1.47786
H -3.76751 -2.06982 3.45245
H -0.41376 -2.85703 0.80000
H -3.17521 0.31125 3.35200
H 3.53056 1.31737 -2.79839
H 5.02116 1.12654 -2.12967
H 3.87947 2.11820 -1.30884
H 4.62355 -1.51379 -2.49741
H 2.90069 -1.30603 -2.82152
H 3.32892 -2.31981 -1.69620
H 3.79035 -1.10722 0.79184
H 4.28148 0.65816 0.68145
H 5.25324 -0.54472 -0.24147
H -3.33383 2.53106 1.86576
H -2.39904 3.40465 0.71210
H 0.68365 1.73664 0.51567
H -0.44498 1.51397 -0.68330
H -1.77386 -0.05028 -1.86976
H -3.51525 -0.35374 -1.39372
H -2.99657 0.04630 -3.06334
H -0.71111 2.03835 2.23678

---

[6]
16
Properties=species:S:1:pos:R:3 method="wB97M-V/def2-TZVPD" total_charge=0 relative_energy_ev=2.615 orbital_gap_ev=10.91 spin_multiplicity=1 largest_force_ev_per_a=0.405 smiles="C/N=C/[C@H]1O[C@@H]1C" energy_ev=-8866.5972 homo_ev=-9.78
C 2.12941 -0.14134 -2.06779
N 0.79085 -0.22314 -1.54685
C 0.51918 -0.95488 -0.55248
C -0.82047 -0.68995 0.03544
C -0.85305 -0.00021 1.32451
O -1.33224 -1.33548 1.18803
C -1.76962 1.17382 1.52160
H 2.54464 0.82170 -1.74616
H 2.08261 -0.12021 -3.15986
H 2.80647 -0.94289 -1.73761
H 1.22485 -1.62992 -0.03983
H 0.08302 0.04172 1.88656
H -1.56694 -0.41725 -0.70952
H -2.20098 1.21946 2.52438
H -1.16701 2.07717 1.36662
H -2.57356 1.17803 0.78026

---

[7]
18
Properties=species:S:1:pos:R:3 method="wB97M-V/def2-TZVPD" total_charge=0 relative_energy_ev=4.254 orbital_gap_ev="7.07 / 7.36" spin_multiplicity=1 largest_force_ev_per_a=2.826 energy_ev=-15683.5888 homo_ev="-8.53 / -8.79"
C -0.29847 -1.15795 0.09950
C 0.25169 -0.82639 -1.29557
C 0.53643 1.23503 -0.04706
C -0.73582 0.36078 0.22952
C -0.18912 0.56122 -1.19106
C -1.86879 0.67471 1.10554
P 3.14865 -0.65313 0.74071
H -1.21944 -1.80856 0.10399
H 0.35365 -1.59435 0.84888
H 1.32000 -0.84388 -1.47750
H -0.27424 -1.37494 -2.06952
H 0.40742 2.26202 0.23771
H 1.44105 0.75214 0.21225
H -1.72751 0.48900 2.21620
H -2.58856 -0.07753 0.95823
H -2.47598 1.54592 0.88086
H -0.54823 1.10818 -2.04621
H 4.46726 -0.65228 0.49354

---

[8]
13
Properties=species:S:1:pos:R:3 method="wB97M-V/def2-TZVPD" total_charge=+1 relative_energy_ev=6.122 orbital_gap_ev=6.27 spin_multiplicity=1 largest_force_ev_per_a=4.178 energy_ev=-19512.0995 homo_ev=-13.69
C 0.29712 0.31657 0.84404
C -0.23456 1.38757 1.73888
N 0.09995 -1.81998 -3.49172
N -0.60270 0.22914 -0.30663
N 1.30795 -0.47638 0.89893
O -0.60676 -0.83618 -1.16308
S -0.31615 -0.58850 -2.81517
H -1.11068 0.82428 2.15472
H -0.26134 2.19878 1.09841
H 0.51708 1.45972 2.55165
H 0.30971 -2.84973 -3.12981
H -1.48682 0.46501 0.02773
H 2.08719 -0.31029 1.59205

---

[9]
75
Properties=species:S:1:pos:R:3 method="wB97M-V/def2-TZVPD" total_charge=0 relative_energy_ev=0.306 orbital_gap_ev=8.93 spin_multiplicity=1 largest_force_ev_per_a=1.082 smiles="CCOC(CNC(=O)C1CCN(S(=O)(=O)c2ccc3nc4c(c(C(=O)O)c3c2)C[C@H](C)CC4)CC1)OCC" energy_ev=-58239.5562 homo_ev=-8.91
C -1.73127 -1.86721 1.88954
C -2.54851 -2.08246 0.62700
H -2.89554 -3.12381 0.56331
H -1.93283 -1.86838 -0.25425
O -3.67190 -1.21198 0.66337
C -4.70692 -1.50687 -0.23060
O -5.82886 -0.76996 0.12916
C -6.36881 -1.10186 1.40318
C -7.61966 -0.26936 1.62260
H -8.06046 -0.51582 2.58413
H -7.37086 0.78781 1.60529
H -8.34223 -0.46865 0.83606
H -6.60888 -2.17549 1.42187
H -5.62342 -0.89899 2.18079
C -4.36734 -1.09275 -1.68100
N -3.88285 0.26478 -1.67459
C -2.56830 0.53982 -1.71720
O -1.74461 -0.29462 -2.07224
C -2.19314 1.94228 -1.26958
C -1.79952 1.83052 0.21483
C -1.31253 3.18305 0.73382
N -0.23976 3.66338 -0.09583
S 1.11119 4.37191 0.54527
O 1.45651 5.52743 -0.23283
O 0.90148 4.52591 1.95681
C 2.40464 3.14758 0.31204
C 2.08136 1.85739 0.01833
C 3.09283 0.89269 -0.14888
C 2.83564 -0.46498 -0.48429
C 3.89339 -1.33680 -0.56763
C 5.20161 -0.83466 -0.33161
N 5.46608 0.40893 -0.04690
C 4.44576 1.28528 0.04975
C 4.73919 2.63126 0.35906
C 3.73361 3.55141 0.47888
H 3.92927 4.58769 0.70354
H 5.77429 2.90023 0.49748
C 6.31208 -1.82741 -0.42662
C 5.98278 -3.06930 0.41294
C 4.54651 -3.59578 0.19843
C 3.75039 -3.54531 1.50156
H 2.73511 -3.90081 1.34247
H 3.69534 -2.52417 1.87302
H 4.21958 -4.16730 2.26082
C 3.80192 -2.79204 -0.88265
H 2.76359 -3.11730 -0.93156
H 4.26537 -2.97740 -1.85630
H 4.58923 -4.63761 -0.13489
H 6.11113 -2.80951 1.46480
H 6.70950 -3.84882 0.17980
H 6.43149 -2.11521 -1.47501
H 7.24303 -1.37167 -0.09144
C 1.42648 -0.89658 -0.76272
O 0.84408 -1.76026 -0.15471
O 0.90322 -0.20082 -1.75721
H -0.06418 -0.39617 -1.91222
H 1.04642 1.58373 -0.08822
C -0.58482 3.85775 -1.47954
C -1.04060 2.53141 -2.09068
H -0.20426 1.83409 -2.10936
H -1.36713 2.69542 -3.11874
H -1.38753 4.60522 -1.56716
H 0.29976 4.24444 -1.98465
H -2.14637 3.90114 0.72963
H -0.92611 3.10828 1.75014
H -1.00691 1.08735 0.31749
H -2.65275 1.48831 0.80333
H -3.06511 2.59925 -1.35530
H -4.51150 0.92633 -1.24319
H -5.27274 -1.16728 -2.28530
H -3.58399 -1.73156 -2.08982
H -4.92674 -2.59821 -0.20146
H -1.53357 -0.80711 2.01952
H -2.26641 -2.23016 2.76302
H -0.78494 -2.38969 1.79305

---

[10]
19
Properties=species:S:1:pos:R:3 method="wB97M-V/def2-TZVPD" total_charge=+1 relative_energy_ev=5.727 orbital_gap_ev="6.60 / 7.06" spin_multiplicity=3 largest_force_ev_per_a=10.676 energy_ev=-8900.4585 homo_ev="-11.16 / -15.81"
C -0.59119 -0.50185 -1.44398
C 2.41465 1.25309 -0.09664
C -3.08354 -1.26770 -0.36737
C 1.06977 1.21629 0.70681
C 0.62199 -0.10505 1.31185
N -0.99720 -0.89591 -0.33911
O -0.65415 -0.65707 0.86660
H 0.51991 -0.01682 -1.57494
H -1.11497 -0.73288 -2.26939
H 2.11672 1.02886 -1.16522
H 3.05825 2.10034 0.07361
H 3.02097 0.38081 0.32216
H -3.39457 -0.48035 -1.05598
H -3.21022 -1.45388 0.74608
H -3.10054 -2.34015 -0.70186
H 0.41397 1.48585 -0.06107
H 1.03470 2.02051 1.47271
H 1.31966 -0.97203 1.14500
H 0.55578 -0.06208 2.43075

---

[11]
21
Properties=species:S:1:pos:R:3 method="wB97M-V/def2-TZVPD" total_charge=0 relative_energy_ev=1.523 orbital_gap_ev=9.96 spin_multiplicity=1 largest_force_ev_per_a=1.590 smiles="NC(O)(O)C(=O)O.C=CC" energy_ev=-15043.0777 homo_ev=-9.33
C -1.57085 0.53844 -0.76993
C 1.60854 -0.82521 0.88733
C 2.17690 0.37388 0.95959
C 1.90251 -1.84606 -0.15587
N -0.18397 0.40659 -1.07458
C -1.76291 0.64073 0.75818
O -2.17574 1.71619 -1.27692
O -2.24867 -0.57000 -1.24541
O -1.02464 1.57597 1.32317
O -2.55325 -0.05588 1.33870
H -2.26882 1.63527 -2.23419
H -2.82314 -0.90637 -0.53820
H -1.23306 1.65009 2.26937
H -0.04557 0.30778 -2.07369
H 0.85149 -1.10927 1.60798
H 2.99972 0.63628 0.31253
H 0.42118 1.14703 -0.64821
H 2.03518 1.01707 1.81263
H 1.01143 -2.01132 -0.75928
H 2.71763 -1.52378 -0.80135
H 2.16604 -2.79741 0.30813

---

[12]
61
Properties=species:S:1:pos:R:3 method="wB97M-V/def2-TZVPD" total_charge=-1 relative_energy_ev=0.000 orbital_gap_ev=7.11 spin_multiplicity=1 largest_force_ev_per_a=6.843 energy_ev=-34509.0108 homo_ev=-4.88
C 1.92379 1.85105 2.40666
C 0.90426 1.15600 1.92109
Ta -0.93504 0.50672 0.61342
C -2.32286 2.10500 1.54083
C -1.66436 3.56363 1.77253
C -0.69087 4.07717 0.60076
O -1.28383 4.09702 -0.72077
C 0.27089 -1.17709 -0.43963
C 1.24552 -2.01069 0.54022
C 2.73620 -2.26040 -0.06172
C 2.68928 -2.87679 -1.56887
C 3.66270 -1.98689 -2.49196
C 3.00904 -0.60440 -3.01465
C 3.17544 0.61722 -1.98597
O 4.55318 0.70908 -1.47138
C 4.55752 1.36940 -0.17631
C -2.80005 -0.25057 -0.60229
N -2.74948 0.13831 -2.05057
C -3.96962 -0.50664 -2.68196
C -1.48388 -0.96216 2.34808
I -0.27874 -0.46460 4.14172
C -3.06615 -1.06469 2.65153
C -3.53395 -2.58473 2.31606
H 2.66246 2.29380 3.16279
H -0.41494 1.62887 -0.77826
H -3.29175 2.20269 0.92504
H -2.64062 1.70930 2.58364
H -2.55122 4.31918 1.80032
H -1.16776 3.63299 2.80346
H 0.34124 3.54415 0.58894
H -0.43945 5.18555 0.85593
H -2.10498 3.56146 -0.76711
H -0.49986 -1.94009 -0.86548
H 0.79853 -0.74132 -1.37344
H 0.78590 -3.07425 0.65765
H 1.28894 -1.59363 1.62378
H 3.38221 -1.29879 0.00036
H 3.24032 -3.00292 0.67811
H 3.13042 -3.94857 -1.47546
H 1.62562 -3.00274 -1.97626
H 4.66337 -1.83742 -1.93025
H 3.92727 -2.59959 -3.43646
H 3.51934 -0.28958 -4.01057
H 1.91102 -0.84848 -3.28046
H 2.82310 1.60793 -2.46987
H 2.51656 0.49683 -1.03496
H 5.64402 1.29860 0.23064
H 4.24839 2.47724 -0.22113
H 3.89683 0.84571 0.61154
H -2.82970 -1.39212 -0.42761
H -3.72674 0.25444 -0.10405
H -2.95457 1.16028 -2.08649
H -3.99140 -1.59648 -2.28433
H -4.91838 0.06217 -2.34910
H -3.85360 -0.49792 -3.82194
H -1.11838 -2.00797 2.03042
H -3.20171 -0.83813 3.77887
H -3.72013 -0.32513 2.07342
H -3.40060 -3.19998 3.27248
H -2.90491 -3.07427 1.47747
H -4.62381 -2.61277 1.95160